Record 1
ORCA calculation (ωB97M-V/def2-TZVPD) on CH2N4O in the gas phase at a distorted geometry.

Computed properties:
- HOMO-LUMO gap (eV) = 10.298
- HOMO level (eV) = -10.25
- ΔE to the lowest compared entry with this formula, charge and spin (eV) = 3.724

Cartesian coordinates (Å):
C  0.66  -0.33  -0.68
H  -0.47  -0.13  2.27
H  1.53  -0.89  -0.70
N  -0.05  -0.06  0.37
N  -0.03  0.17  -1.76
N  -1.07  0.67  -1.23
N  -1.04  0.72  0.15
O  0.48  -0.14  1.57



Record 2
ORCA calculation (ωB97M-V/def2-TZVPD) on 5 unconnected molecules or ions with the total composition C30H44N2O11 at a distorted geometry.

Computed properties:
- HOMO-LUMO gap (eV) = 8.511
- HOMO level (eV) = -8.90

Cartesian coordinates (Å):
C  -1.20  -0.46  4.37
C  -2.02  -0.15  3.56
C  -2.88  0.58  2.69
C  -4.13  0.99  3.14
C  -4.90  1.73  2.28
C  -4.49  2.05  1.01
C  -3.26  1.65  0.56
C  -2.44  0.90  1.40
C  -1.09  0.50  0.87
C  -0.25  1.75  0.62
O  -0.15  2.14  -0.53
N  0.42  2.33  1.70
C  1.46  3.29  1.23
C  -0.49  3.06  2.60
C  -5.55  2.86  0.33
O  -5.50  3.33  -0.76
N  -6.61  2.99  1.27
C  -6.25  2.33  2.48
O  -6.94  2.32  3.47
H  -0.47  -0.71  5.10
H  -4.50  0.75  4.13
H  -2.92  1.92  -0.42
H  -1.24  0.03  -0.09
H  -0.58  -0.21  1.52
H  0.98  4.26  1.12
H  2.19  3.35  2.02
H  1.92  2.96  0.31
H  0.12  3.60  3.31
H  -1.11  3.77  2.05
H  -1.13  2.37  3.15
H  -7.48  2.62  0.90
O  3.62  1.50  -0.78
C  3.36  1.06  -1.87
O  4.23  0.20  -2.43
C  3.94  -0.55  -3.62
C  4.27  0.23  -4.87
C  2.15  1.52  -2.65
H  2.92  -0.91  -3.62
H  4.58  -1.43  -3.55
H  3.65  1.12  -4.95
H  4.11  -0.39  -5.75
H  5.31  0.55  -4.85
H  2.40  2.42  -3.20
H  1.34  1.74  -1.95
H  1.76  0.77  -3.34
O  3.10  3.36  4.63
C  4.13  2.76  4.46
O  4.27  2.00  3.36
C  5.50  1.41  2.95
C  5.74  0.07  3.61
C  5.23  2.77  5.49
H  6.33  2.10  3.11
H  5.41  1.28  1.87
H  5.82  0.17  4.70
H  6.65  -0.39  3.23
H  4.90  -0.60  3.41
H  5.03  1.99  6.23
H  5.22  3.74  5.99
H  6.23  2.62  5.08
O  -0.66  -2.70  0.38
C  -1.68  -3.18  -0.01
O  -2.77  -2.39  -0.08
C  -4.00  -2.80  -0.70
C  -4.89  -3.55  0.27
C  -1.80  -4.65  -0.34
H  -3.80  -3.37  -1.61
H  -4.48  -1.87  -1.00
H  -4.43  -4.48  0.60
H  -5.85  -3.79  -0.21
H  -5.08  -2.94  1.15
H  -2.02  -5.20  0.57
H  -0.84  -4.99  -0.73
H  -2.56  -4.88  -1.09
O  0.97  -0.44  -4.99
C  0.30  -1.38  -4.66
O  0.88  -2.59  -4.55
C  0.23  -3.72  -3.97
C  -0.60  -4.48  -4.99
C  -1.19  -1.25  -4.45
H  -0.35  -3.43  -3.10
H  1.04  -4.36  -3.61
H  -1.41  -3.86  -5.38
H  -1.03  -5.37  -4.54
H  0.02  -4.77  -5.84
H  -1.70  -1.37  -5.41
H  -1.40  -0.26  -4.06
H  -1.60  -1.97  -3.74



Record 3
ORCA calculation (ωB97M-V/def2-TZVPD) on 3 unconnected molecules or ions with the total composition C18H41N2O5P2S at a distorted geometry.

Computed properties:
- HOMO-LUMO gap (alpha / beta) (eV) = 6.520 / 7.754
- ⟨S²⟩ = 2.0084
- total charge = +1
- HOMO level (alpha / beta) (eV) = -10.65 / -11.89
- ΔE to the lowest compared entry with this formula, charge and spin (eV) = 0.000
- 2S+1 = 3

Cartesian coordinates (Å):
O  5.20  0.17  5.00
P  4.15  -0.13  4.03
O  3.81  1.01  2.98
O  4.22  -1.46  3.21
P  2.38  -0.44  5.36
S  0.95  0.35  3.86
H  3.07  0.85  2.37
H  4.23  -1.39  2.24
H  2.16  -1.78  4.97
H  0.86  1.60  4.35
H  -0.23  -0.14  4.29
C  4.04  -2.74  -1.83
C  3.13  -2.60  -0.60
C  1.77  -3.29  -0.82
C  0.82  -2.53  -1.73
C  0.62  -1.10  -1.25
C  1.94  -0.34  -1.12
N  2.87  -1.16  -0.25
O  2.66  -0.95  1.01
C  2.53  -0.03  -2.50
C  1.72  1.01  -0.43
C  3.86  -3.28  0.54
H  3.77  -2.10  -2.66
H  5.07  -2.51  -1.56
H  4.00  -3.77  -2.18
H  1.29  -3.42  0.16
H  1.96  -4.29  -1.21
H  1.18  -2.55  -2.76
H  -0.15  -3.04  -1.74
H  -0.02  -0.54  -1.93
H  0.12  -1.11  -0.28
H  3.57  0.30  -2.42
H  1.95  0.78  -2.94
H  2.48  -0.87  -3.19
H  1.21  0.89  0.52
H  1.10  1.63  -1.07
H  2.67  1.52  -0.26
H  4.79  -2.76  0.77
H  4.13  -4.29  0.22
H  3.26  -3.35  1.45
C  -3.94  3.53  -1.43
C  -3.45  2.10  -1.69
C  -4.61  1.09  -1.67
C  -5.13  0.75  -0.28
C  -3.99  0.30  0.63
C  -2.85  1.32  0.71
N  -2.42  1.67  -0.69
O  -1.57  0.82  -1.16
C  -3.29  2.54  1.52
C  -1.63  0.72  1.41
C  -2.80  2.11  -3.07
H  -4.19  3.74  -0.40
H  -3.17  4.25  -1.74
H  -4.83  3.71  -2.03
H  -4.26  0.16  -2.15
H  -5.41  1.48  -2.30
H  -5.65  1.61  0.16
H  -5.86  -0.04  -0.35
H  -4.35  0.10  1.65
H  -3.59  -0.65  0.25
H  -2.59  3.37  1.39
H  -3.31  2.26  2.58
H  -4.29  2.89  1.28
H  -1.32  -0.21  0.95
H  -1.91  0.51  2.45
H  -0.79  1.41  1.39
H  -1.91  2.73  -3.08
H  -3.52  2.52  -3.78
H  -2.53  1.11  -3.40